C20H67N5O11 | ωB97M-V/def2-TZVPD

Calculated values
Calculated total energy, Ha: -1903.3408
Highest occupied orbital energy, eV: -8.72
SMILES: COC[C@H](C)N.COC[C@H](C)N.COC[C@H](C)N.COC[C@H](C)N.COC[C@H](C)N.O.O.O.O.O.O
Frontier orbital gap, eV: 8.996

```
! RIJCOSX wB97M-V def2-TZVPD def2/J DEFGRID3
* xyz 0 1
C -14.296 -36.680 -12.465
O -13.328 -35.943 -13.165
C -12.200 -36.716 -13.585
C -11.196 -35.687 -14.254
C -11.703 -35.460 -15.638
N -9.919 -36.284 -14.389
H -14.874 -37.379 -13.069
H -14.982 -35.883 -12.178
H -13.736 -37.008 -11.589
H -11.704 -37.025 -12.665
H -12.334 -37.628 -14.167
H -11.199 -34.686 -13.824
H -11.790 -36.407 -16.171
H -11.201 -34.668 -16.194
H -12.760 -35.194 -15.652
H -10.026 -37.077 -15.006
H -9.262 -35.684 -14.867
C -20.752 -38.470 -14.365
O -21.120 -37.747 -13.181
C -22.508 -37.843 -12.878
C -22.568 -37.295 -11.433
C -21.979 -38.151 -10.368
N -23.970 -36.975 -11.191
H -21.249 -38.085 -15.256
H -20.973 -39.537 -14.368
H -19.675 -38.412 -14.522
H -23.025 -37.229 -13.616
H -22.949 -38.832 -13.002
H -21.963 -36.391 -11.502
H -21.887 -37.825 -9.332
H -20.997 -38.275 -10.824
H -22.371 -39.167 -10.350
H -24.545 -37.799 -11.092
H -24.283 -36.338 -11.910
C -12.213 -27.284 -10.367
O -11.470 -26.820 -11.488
C -10.599 -27.756 -12.225
C -10.597 -27.482 -13.760
C -10.174 -26.066 -14.159
N -11.739 -27.991 -14.528
H -12.531 -26.438 -9.758
H -11.486 -27.794 -9.735
H -13.037 -27.958 -10.601
H -9.600 -27.720 -11.791
H -11.047 -28.733 -12.041
H -9.803 -28.125 -14.140
H -10.844 -25.226 -13.973
H -9.731 -26.112 -15.154
H -9.240 -25.794 -13.668
H -12.540 -27.388 -14.407
H -12.156 -28.881 -14.297
C -18.050 -31.008 -16.054
O -18.841 -29.874 -15.709
C -18.201 -28.692 -15.352
C -17.663 -27.936 -16.572
C -17.276 -26.478 -16.264
N -18.609 -27.766 -17.616
H -17.467 -31.410 -15.226
H -17.442 -30.761 -16.924
H -18.648 -31.824 -16.459
H -18.799 -28.078 -14.679
H -17.471 -28.844 -14.557
H -16.819 -28.522 -16.935
H -16.998 -25.932 -17.165
H -16.573 -26.222 -15.472
H -18.183 -26.010 -15.882
H -19.364 -27.201 -17.255
H -19.096 -28.649 -17.685
C -15.751 -35.743 -27.834
O -16.428 -35.589 -26.683
C -15.782 -36.014 -25.475
C -16.511 -35.525 -24.138
C -18.013 -35.996 -23.975
N -16.641 -34.088 -24.004
H -15.527 -36.809 -27.872
H -14.758 -35.331 -27.655
H -16.230 -35.371 -28.740
H -15.505 -37.068 -25.432
H -14.745 -35.682 -25.426
H -16.001 -35.804 -23.216
H -18.582 -35.611 -23.129
H -17.916 -37.072 -23.826
H -18.593 -35.988 -24.898
H -17.133 -33.670 -24.781
H -17.206 -33.935 -23.181
O -21.794 -31.623 -11.951
H -21.295 -31.413 -12.740
H -21.328 -32.363 -11.562
O -21.095 -20.611 -18.257
H -21.914 -20.192 -18.522
H -21.194 -21.523 -18.531
O -10.963 -28.356 -20.191
H -10.034 -28.417 -19.969
H -11.407 -28.271 -19.347
O -22.228 -31.287 -20.509
H -22.707 -31.944 -21.014
H -22.220 -30.511 -21.070
O -18.816 -25.041 -22.399
H -18.963 -25.623 -21.654
H -18.052 -24.522 -22.151
O -22.575 -23.252 -13.323
H -23.146 -23.030 -12.588
H -22.906 -22.727 -14.052
*
```

Here are the Löwdin charges for atoms 1 to 99, given in e:
1. C -0.110
2. O -0.211
3. C -0.178
4. C -0.449
5. C -0.106
6. N 0.024
7. H 0.089
8. H 0.088
9. H 0.090
10. H 0.112
11. H 0.126
12. H 0.145
13. H 0.079
14. H 0.081
15. H 0.073
16. H 0.071
17. H 0.075
18. C -0.105
19. O -0.201
20. C -0.204
21. C -0.453
22. C -0.063
23. N 0.028
24. H 0.081
25. H 0.081
26. H 0.083
27. H 0.119
28. H 0.124
29. H 0.138
30. H 0.084
31. H 0.074
32. H 0.079
33. H 0.070
34. H 0.065
35. C -0.116
36. O -0.221
37. C -0.145
38. C -0.424
39. C -0.063
40. N 0.028
41. H 0.084
42. H 0.078
43. H 0.082
44. H 0.117
45. H 0.108
46. H 0.123
47. H 0.080
48. H 0.072
49. H 0.073
50. H 0.063
51. H 0.064
52. C -0.088
53. O -0.191
54. C -0.229
55. C -0.456
56. C -0.067
57. N 0.035
58. H 0.088
59. H 0.081
60. H 0.087
61. H 0.125
62. H 0.121
63. H 0.130
64. H 0.077
65. H 0.072
66. H 0.072
67. H 0.077
68. H 0.069
69. C -0.155
70. O -0.189
71. C -0.155
72. C -0.367
73. C -0.079
74. N -0.001
75. H 0.085
76. H 0.086
77. H 0.099
78. H 0.115
79. H 0.111
80. H 0.126
81. H 0.068
82. H 0.058
83. H 0.070
84. H 0.069
85. H 0.059
86. O -0.052
87. H 0.025
88. H 0.026
89. O -0.055
90. H 0.027
91. H 0.028
92. O -0.055
93. H 0.026
94. H 0.028
95. O -0.055
96. H 0.027
97. H 0.028
98. O -0.056
99. H 0.027